No. 1
Below is one molecule with the formula C5H8O2, with properties calculated with ωB97M-V/def2-TZVPD.

The orbital gap is 11.2 eV. The calculation puts the lowest unoccupied orbital energy at 0.840 eV. The calculation puts the molecular weight at 100.117 g/mol. The structure (SMILES) is C#C[C@](C)(O)CO. The value obtained for the highest occupied orbital energy is -10.4 eV.

Geometry as XYZ:
```
15
Properties=species:S:1:pos:R:3:forces:R:3
H 1.309 -1.423 0.849 -0.0837 0.0699 -0.0783
H 1.736 1.047 0.037 -0.0469 0.2039 0.1622
C -1.407 0.921 -1.867 0.2723 -0.1010 0.3706
C 0.035 0.233 0.301 -0.1861 -0.1378 -0.0047
O 0.982 1.227 0.625 0.1912 0.0518 -0.0979
O 1.864 -0.720 -0.957 -0.1152 -0.0137 -0.2603
H -0.309 -0.284 2.369 -0.0437 0.0334 -0.1523
H -1.990 1.201 -2.717 0.1154 -0.0561 0.1471
H 0.162 -1.825 -0.461 0.0444 0.1637 0.0929
C 0.819 -1.046 -0.053 -0.1158 -0.1309 0.1811
C -0.761 0.631 -0.891 -0.2668 0.1348 -0.4336
H 1.456 -0.461 -1.796 0.0786 -0.0877 0.0805
C -0.884 0.070 1.507 -0.0400 -0.0414 0.0379
H -1.306 1.048 1.753 0.0419 -0.1479 -0.0327
H -1.706 -0.621 1.303 0.1543 0.0588 -0.0125
```
Positions in Å, forces in eV/Å.

=====

No. 2
Below is C27H21F5FeN7O2PS as an isolated structure, with properties calculated with ωB97M-V/def2-TZVPD.

The orbital gap (spin up / spin down) is 3.9 / 3.7 eV. The spin multiplicity is 5. Its net charge is -2. The calculation puts the lowest unoccupied orbital energy (spin up / spin down) at 4.444 / 4.445 eV. The calculation puts the molecular weight at 689.388 g/mol. The value obtained for the highest occupied orbital energy (spin up / spin down) is 0.5 / 0.7 eV.

Geometry as XYZ:
```
65
Properties=species:S:1:pos:R:3:forces:R:3
F 2.466 1.153 -0.512 1.6397 -1.4236 0.2441
C -2.148 0.474 -0.422 1.2445 -2.5033 0.3498
C 0.910 -1.743 2.197 -1.8320 -0.3004 0.7748
N -0.612 3.277 1.797 -0.1817 0.2422 0.2089
C 0.578 3.805 1.381 0.1281 -0.2257 -0.2181
H -1.721 3.347 3.551 -0.1821 0.1127 0.0046
H -0.922 0.521 -3.575 -2.4298 -5.7660 -4.2659
N -1.240 -1.677 2.655 -0.5928 0.2984 0.9700
H -0.067 -3.375 3.361 -0.0944 0.0127 -0.0412
C -4.527 -0.348 -0.584 0.6737 -0.0570 0.0053
C -0.977 1.431 -4.480 2.5817 0.4193 -5.8577
C 1.147 -2.111 -2.855 -0.5735 0.1567 -3.3747
C 2.320 -4.084 -2.042 -0.0698 0.3022 0.5290
H 2.094 2.891 0.102 -0.1406 0.4269 0.0001
C 2.048 -3.224 -1.007 -1.2256 0.3988 -3.8768
N 0.161 -0.124 -2.556 4.5730 3.1955 0.1430
C 4.245 1.003 2.684 -0.0755 0.2929 -0.0508
C -1.584 3.933 2.641 0.0212 -0.2572 -0.1101
C 1.156 2.841 0.608 -0.5828 0.1755 0.0634
C -2.536 -1.992 3.191 0.3979 0.3336 -0.4107
H -4.958 0.530 -0.093 -0.1972 -0.1452 0.1270
N 0.405 -0.538 1.668 -0.5041 -0.3657 5.2119
O 1.792 -1.440 0.349 6.5671 2.9419 2.2023
F 2.926 -2.329 3.059 3.7945 -0.2504 1.4242
H 2.020 -2.020 2.051 -7.0648 -1.2029 -0.2615
H -3.251 -2.102 2.368 -0.2068 -0.0475 0.1400
C -1.632 0.402 -2.586 -5.7465 -0.2893 8.4165
C -0.076 -2.436 2.831 0.3887 0.3415 -0.4783
H 0.394 -1.577 -5.567 0.0519 -0.0070 0.0711
C 3.918 -0.264 3.150 -0.2439 0.1852 -0.6500
C -2.906 -0.055 -2.504 0.3359 0.5409 -0.0631
H -2.479 -2.928 3.747 0.0012 0.0223 -0.0335
C -0.903 -0.574 1.917 -0.0333 -0.6291 -1.2465
C 3.095 -1.076 2.411 1.8801 1.3010 -0.0627
C -0.567 0.349 -5.342 0.3261 0.9668 1.7275
H -2.527 4.019 2.100 -0.0748 0.0146 0.1991
H 2.838 -5.026 -1.899 0.0019 -0.1203 -0.3790
P -2.054 0.811 1.437 -0.1446 -0.1513 -0.4499
C 0.450 -0.968 -3.443 0.8912 -1.6888 -4.8713
N 0.352 1.714 0.534 0.0127 3.3029 1.2510
F 5.054 1.810 3.417 0.1240 0.1143 0.0717
H -0.790 0.421 -6.401 -0.1264 -0.0017 0.0136
H -2.854 -1.192 3.866 -0.2952 -0.1092 0.0187
H -5.189 -0.670 -1.388 0.0135 -0.0048 0.0324
H 2.335 -3.441 0.007 -0.1437 0.0072 -0.0763
N -1.157 0.781 -1.268 -5.8591 1.4115 3.1557
C 0.112 -0.800 -4.868 -0.3513 0.1784 0.6543
H -4.405 -1.165 0.136 -0.2518 -0.0181 0.0869
C -0.713 2.030 1.273 0.1270 -0.9515 -0.5758
C -0.667 1.322 -3.018 2.5700 4.7494 -1.9088
H -3.589 -0.404 -3.260 0.0100 -0.0128 0.0487
O -1.037 -1.007 0.051 -4.1622 -1.8818 0.7397
H -1.493 2.293 -4.877 0.0795 0.0795 0.2656
S 1.772 -3.566 -3.650 0.3854 -0.4244 0.8669
F 4.075 2.679 1.037 0.2301 0.0315 0.0118
C 2.916 0.637 0.695 0.9426 0.1915 0.0374
H 0.905 4.794 1.657 -0.0380 -0.0288 0.0346
N -3.245 -0.003 -1.132 -0.5527 0.3939 -0.1443
H -0.954 2.125 -2.350 1.6479 1.0284 -0.8908
Fe 0.539 -0.167 -0.452 -0.4701 -1.0545 -1.8627
H -1.222 4.927 2.901 0.0344 -0.0509 -0.0368
C 1.301 -1.989 -1.584 1.1627 -2.9209 3.0000
F 4.405 -0.679 4.335 0.0360 0.1435 0.0623
C 3.741 1.446 1.468 -0.2277 -0.6239 -0.0386
C 2.534 -0.670 1.081 1.8005 -0.7995 -0.9277
```
Positions in Å, forces in eV/Å.

=====

No. 3
Below is one molecule with the formula C3H4O3S, with properties calculated with ωB97M-V/def2-TZVPD.

The orbital gap is 9.7 eV. The calculation puts the lowest unoccupied orbital energy at 0.495 eV. The calculation puts the molecular weight at 120.129 g/mol. The value obtained for the highest occupied orbital energy is -9.2 eV.

Geometry as XYZ:
```
11
Properties=species:S:1:pos:R:3:forces:R:3
O 1.966 0.334 -0.444 -1.1157 -1.3908 0.9207
H -1.035 -1.063 -0.001 -0.4746 -0.0602 -0.2475
H 0.262 2.530 1.198 0.4483 2.3457 1.6876
S -1.364 1.339 -0.255 1.7321 -0.5953 0.3429
H 1.101 -1.435 0.480 0.1389 2.3620 -0.5667
C 0.886 -0.333 0.148 -0.8701 -0.7361 -0.1961
C 0.096 1.638 0.745 0.8020 -3.6860 -3.7281
H -0.520 -0.536 -1.631 0.1645 0.1025 0.2202
O 1.437 1.604 -0.646 -1.6706 1.1837 1.0079
C -0.510 -0.298 -0.565 0.0214 -0.3548 -0.4529
O 0.528 0.485 1.287 0.8240 0.8292 1.0120
```
Positions in Å, forces in eV/Å.

=====

No. 4
Below is one molecule with the formula C4H3FO, with properties calculated with ωB97M-V/def2-TZVPD.

The orbital gap is 10.0 eV. The calculation puts the lowest unoccupied orbital energy at 1.048 eV. The calculation puts the molecular weight at 86.065 g/mol. The structure (SMILES) is Fc1ccoc1. The value obtained for the highest occupied orbital energy is -8.9 eV.

Geometry as XYZ:
```
9
Properties=species:S:1:pos:R:3:forces:R:3
F -0.454 2.244 -0.088 -0.0436 1.3004 0.0931
O 0.955 -0.938 -0.499 -0.5112 0.1773 0.0695
C -0.921 -0.096 0.523 2.9083 -0.2661 -2.6420
C -0.216 -1.223 0.103 -1.1641 0.7469 2.1483
H 1.885 0.880 -0.937 0.9315 0.1957 -0.7358
H -1.760 -0.021 1.160 -0.7838 -0.0470 0.1966
H -0.375 -2.239 0.437 0.1388 -0.0170 -0.4649
C 1.009 0.409 -0.608 -1.5917 1.0038 0.5526
C -0.123 0.984 -0.090 0.1158 -3.0939 0.7826
```
Positions in Å, forces in eV/Å.

=====

No. 5
Below is one molecule with the formula C4H8N2S3, with properties calculated with ωB97M-V/def2-TZVPD.

The orbital gap is 8.6 eV. The calculation puts the lowest unoccupied orbital energy at -0.032 eV. The calculation puts the molecular weight at 180.323 g/mol. The structure (SMILES) is C[C@@H](S)/C=N\NC(=S)S. The value obtained for the highest occupied orbital energy is -8.6 eV.

Geometry as XYZ:
```
17
Properties=species:S:1:pos:R:3:forces:R:3
N -1.345 -1.119 0.274 -0.2477 0.1239 0.4020
C 0.177 0.534 0.601 0.0114 1.3562 -0.9243
H 0.376 1.461 1.186 0.0710 -0.7270 -0.5291
C 1.330 1.417 -1.539 0.8096 -0.2685 0.1971
S -3.034 -3.000 -0.308 0.0885 -0.0570 0.2879
H -2.137 -0.867 2.690 -0.1402 0.3424 0.3253
C -2.440 -1.810 0.645 -1.7624 0.4455 0.8190
H 1.617 2.266 -0.904 -0.0440 0.1079 -0.3823
H 1.109 -0.783 -1.106 -0.8642 2.0120 1.3497
H -0.806 -1.586 -0.404 0.8089 -0.4144 -1.1814
S 2.834 0.083 0.293 -1.0884 0.8015 -0.2368
H 2.216 1.201 -2.230 -1.3956 0.1552 1.0123
N -0.935 0.010 0.857 -0.6458 -0.2826 1.6310
H 0.463 1.744 -2.111 -0.1727 -0.3728 -0.0271
S -3.314 -1.236 2.173 1.1161 -0.7642 -1.4770
C 1.104 0.247 -0.525 2.8152 -1.8479 -1.6025
H 2.785 1.440 0.407 0.6402 -0.6101 0.3361
```
Positions in Å, forces in eV/Å.

=====

No. 6
Below is a 2-piece molecular cluster, CN2O3S overall, with properties calculated with ωB97M-V/def2-TZVPD.

The orbital gap (spin up / spin down) is 8.1 / 8.1 eV. The calculation puts the lowest unoccupied orbital energy (spin up / spin down) at -2.252 / -2.167 eV. The calculation puts the molecular weight at 120.089 g/mol. The value obtained for the highest occupied orbital energy (spin up / spin down) is -10.3 / -10.3 eV.

Geometry as XYZ:
```
7
Properties=species:S:1:pos:R:3:forces:R:3
S -2.441 0.619 0.578 -0.5711 1.8495 -2.7079
N 0.898 0.256 1.408 0.5648 -0.2083 -1.3074
N 0.795 -0.358 -0.944 -1.0746 1.6149 -3.0568
O -2.950 1.703 -0.256 -0.0826 -0.5325 2.0096
C 1.082 -0.098 0.308 0.1597 -0.3237 3.8683
O 0.971 -1.330 -1.596 0.6530 -1.0637 0.4459
O -1.709 -0.280 -0.254 0.3508 -1.3361 0.7482
```
Positions in Å, forces in eV/Å.